Record 1
16
Properties=species:S:1:pos:R:3 method="wB97M-V/def2-TZVPD" e_above_lowest_kcal_mol=135.80 energy_ev=-19228.3752
C -0.36 0.68 2.35
C -1.14 0.55 1.15
C -1.70 -0.76 0.81
C -0.65 -1.44 -0.16
C 0.24 -0.61 -0.83
C 1.38 -0.85 -1.74
H -1.36 1.24 3.39
H 0.53 1.57 2.06
H -0.03 -0.63 2.74
H -2.03 1.19 1.17
H -2.78 -0.84 0.43
H -1.98 -1.27 1.66
H -0.68 -2.39 -0.38
H 1.65 -1.84 -2.05
O 2.32 0.01 -2.04
S 0.10 1.09 -0.14

---

Record 2
9
Properties=species:S:1:pos:R:3 method="wB97M-V/def2-TZVPD" e_above_lowest_kcal_mol=49.22 energy_ev=-8742.9967
O -1.83 1.07 1.07
C -0.90 0.58 0.50
N 0.14 -0.22 1.08
C 1.14 -0.56 0.28
C 0.56 -0.15 -1.03
O -0.61 0.66 -0.81
H 0.06 -0.50 2.05
H 0.28 -1.17 -1.31
H 1.16 0.28 -1.83

---

Record 3
14
Properties=species:S:1:pos:R:3 method="wB97M-V/def2-TZVPD" smiles="O=CCCNC(=O)[O-]" e_above_lowest_kcal_mol=59.42 total_charge=-1 energy_ev=-11877.8924
O 0.68 0.59 2.85
C 0.08 0.45 1.82
C 0.57 -0.70 0.98
C -0.28 -0.90 -0.33
N 0.04 -0.14 -1.58
C -0.50 1.23 -1.73
O 0.37 1.91 -1.23
O -1.59 1.31 -2.12
H -0.68 1.18 1.51
H 0.42 -1.62 1.53
H 1.55 -0.37 0.68
H -0.27 -1.96 -0.55
H -1.37 -0.67 -0.10
H 0.99 -0.30 -1.72

---

Record 4
20
Properties=species:S:1:pos:R:3 method="wB97M-V/def2-TZVPD" spin_multiplicity=9 e_above_lowest_kcal_mol=9.95 s2=20.023 total_charge=+4 energy_ev=-72322.0331
Eu 0.87 1.80 -1.19
Au 0.27 -3.16 -0.91
Cl 0.09 -0.92 -1.63
Cl 2.87 3.57 -1.27
C 0.44 -4.94 -0.29
C 0.85 1.84 -3.92
C 2.94 0.42 -2.29
O 0.55 -6.03 0.10
O 0.94 1.82 -5.06
O 3.89 0.03 -2.79
C -2.67 0.89 1.60
S -1.04 1.53 2.05
C -0.27 -0.05 2.51
O -0.40 1.88 0.69
H -3.28 0.84 2.52
H -2.57 -0.10 1.14
H -3.12 1.61 0.91
H -0.57 -0.82 1.80
H 0.82 0.09 2.49
H -0.58 -0.30 3.53

---

Record 5
128
Properties=species:S:1:pos:R:3 method="wB97M-V/def2-TZVPD" e_above_lowest_kcal_mol=46.00 total_charge=+1 energy_ev=-72715.6512
C 6.38 -2.61 3.89
C 5.01 -2.05 4.15
C 3.89 -2.73 3.70
C 2.61 -2.19 3.84
C 1.45 -2.96 3.29
C 2.49 -0.96 4.49
N 1.21 -0.33 4.57
C 0.15 -0.81 5.33
C 0.12 -2.06 6.08
C -1.13 -2.72 6.04
C -1.21 -4.05 6.46
C -0.08 -4.66 7.03
C 1.09 -3.93 7.26
C 1.20 -2.63 6.79
N -0.86 0.01 5.26
N -0.44 1.10 4.52
C -1.29 2.26 4.60
C -1.67 2.71 5.88
C -1.31 2.05 7.16
C -2.41 3.88 5.97
C -2.73 4.65 4.85
C -3.46 5.94 5.02
C -2.41 4.14 3.59
C -1.81 2.89 3.45
C -1.83 2.27 2.09
C 0.82 0.90 4.07
C 1.56 1.82 3.21
O 1.04 2.91 2.87
C 2.90 1.43 2.61
C 4.08 2.29 2.80
C 2.85 0.40 1.65
C 1.60 -0.13 1.22
C 1.55 -1.24 0.39
C 2.74 -1.89 0.06
C 3.99 -1.32 0.34
C 4.05 -0.17 1.11
C 3.57 -0.33 5.09
C 3.43 0.92 5.90
C 4.84 -0.86 4.87
H 7.15 -1.97 4.34
H 6.47 -3.61 4.32
H 6.58 -2.68 2.82
H 4.00 -3.70 3.20
H 0.60 -2.32 3.01
H 1.75 -3.51 2.38
H 1.09 -3.71 4.01
H -1.98 -2.19 5.62
H -2.15 -4.59 6.32
H -0.14 -5.71 7.32
H 1.93 -4.40 7.79
H 2.11 -2.04 6.95
H -2.04 2.37 7.92
H -1.35 0.96 7.10
H -0.32 2.36 7.53
H -2.74 4.20 6.96
H -3.43 6.55 4.12
H -4.51 5.76 5.27
H -3.04 6.51 5.85
H -2.68 4.68 2.67
H -2.72 2.63 1.57
H -0.96 2.57 1.49
H -1.88 1.17 2.14
H 4.66 2.41 1.87
H 3.78 3.29 3.16
H 4.80 1.86 3.53
H 0.67 0.35 1.55
H 0.58 -1.60 0.04
H 2.70 -2.85 -0.45
H 4.91 -1.79 -0.02
H 5.02 0.26 1.38
H 4.32 1.04 6.54
H 3.38 1.82 5.26
H 2.56 0.91 6.57
H 5.71 -0.33 5.26
C -6.89 -0.42 -9.32
N -5.99 -1.49 -8.97
C -6.41 -2.81 -9.39
C -4.89 -1.28 -8.19
C -4.05 -2.34 -7.76
C -3.03 -2.12 -6.85
C -2.75 -0.82 -6.35
C -1.72 -0.57 -5.35
C -1.29 -1.58 -4.46
C -0.21 -1.54 -3.60
C 0.54 -2.74 -3.30
C 1.91 -2.62 -2.94
C 2.70 -3.74 -2.72
C 2.17 -5.03 -2.84
C 0.82 -5.18 -3.22
C 0.03 -4.06 -3.46
C -1.16 0.78 -5.26
C -1.04 1.40 -4.00
C -0.50 2.67 -3.88
C -0.10 3.41 -5.03
N 0.34 4.69 -4.89
C 0.93 5.46 -5.97
C 0.35 5.35 -3.61
C -0.21 2.78 -6.30
C -0.74 1.50 -6.41
C -3.53 0.25 -6.88
C -4.58 0.04 -7.75
H -6.34 0.47 -9.66
H -7.54 -0.76 -10.14
H -7.52 -0.13 -8.47
H -6.14 -3.58 -8.65
H -7.50 -2.81 -9.51
H -5.95 -3.08 -10.35
H -4.22 -3.35 -8.14
H -2.40 -2.95 -6.53
H -1.84 -2.52 -4.53
H 0.18 -0.60 -3.20
H 2.34 -1.62 -2.86
H 3.76 -3.62 -2.47
H 2.80 -5.91 -2.64
H 0.42 -6.18 -3.38
H -1.00 -4.20 -3.80
H -1.40 0.88 -3.12
H -0.40 3.11 -2.89
H 1.33 4.81 -6.75
H 0.21 6.15 -6.43
H 1.76 6.06 -5.57
H -0.53 5.11 -3.01
H 1.25 5.07 -3.03
H 0.38 6.44 -3.75
H 0.10 3.31 -7.21
H -0.84 1.05 -7.40
H -3.29 1.28 -6.60
H -5.17 0.90 -8.06

---

Record 6
130
Properties=species:S:1:pos:R:3 method="wB97M-V/def2-TZVPD" energy_ev=-434602.1747
C 3.38 7.12 3.33
C 2.24 6.49 3.10
C 0.76 5.95 2.70
C 0.84 4.37 2.30
C 1.31 4.25 0.75
C 1.29 2.68 0.36
C 2.51 1.68 0.59
C 3.82 2.29 1.29
C 4.99 2.75 0.27
C 6.36 2.00 0.80
F 7.57 2.69 0.39
C 2.33 0.15 0.15
C 3.59 -0.86 0.44
C 3.22 -1.97 1.59
C 2.28 -1.37 2.75
N 0.81 -1.48 2.80
O 2.83 -0.70 3.72
C 0.97 -0.39 -0.51
C 0.88 -1.96 -0.89
C 1.98 -2.44 -1.99
C 1.44 -3.64 -2.97
S 1.94 -5.29 -2.20
O 1.45 -6.47 -3.02
O 3.47 -5.42 -2.15
O 1.29 -5.49 -0.65
C -0.26 0.61 -0.73
C -0.03 2.13 -0.28
S -1.54 3.22 -0.53
C -2.90 2.07 0.06
C -2.72 0.56 -0.45
C -3.78 -0.52 0.03
C -4.99 -0.14 1.00
C -5.96 -1.33 1.45
F -6.53 -1.16 2.79
C -5.17 -2.77 1.51
C -3.90 -2.73 2.51
C -5.14 1.38 1.45
C -6.35 1.86 2.39
O -7.58 1.35 1.81
C -8.60 1.41 2.82
C -8.64 0.56 4.19
O -9.56 2.24 2.62
C -4.09 2.52 0.99
S -4.16 4.29 1.51
N -1.56 0.19 -1.33
H 4.36 7.69 3.29
H 0.10 6.14 3.62
H 0.30 6.54 1.82
H -0.21 3.88 2.44
H 1.55 3.78 3.00
H 2.39 4.69 0.66
H 0.61 4.90 0.12
H 3.50 3.20 1.94
H 4.17 1.48 2.06
H 4.78 2.55 -0.84
H 5.18 3.88 0.48
H 6.28 1.96 1.97
H 6.27 0.91 0.43
H 4.51 -0.29 0.87
H 3.98 -1.35 -0.54
H 4.24 -2.22 2.09
H 2.84 -2.96 1.14
H 0.39 -0.60 3.17
H 0.39 -1.62 1.87
H 1.04 -2.56 0.09
H -0.15 -2.29 -1.29
H 2.34 -1.57 -2.66
H 2.85 -2.92 -1.38
H 2.01 -3.61 -3.98
H 0.30 -3.60 -3.14
H 1.98 -5.23 0.02
H -3.61 -1.60 -0.38
H -6.85 -1.43 0.72
H -4.87 -3.14 0.46
H -5.92 -3.55 1.92
H -3.07 -2.00 2.22
H -3.42 -3.80 2.47
H -4.16 -2.52 3.61
H -6.46 3.00 2.50
H -6.13 1.45 3.46
H -9.45 0.95 4.92
H -8.93 -0.55 3.98
H -7.64 0.63 4.77
H -5.40 4.77 1.12
H -1.63 -0.84 -1.42
C 5.35 -8.37 -2.70
Cl 5.07 -10.11 -2.91
Cl 6.48 -8.08 -1.36
Cl 5.97 -7.66 -4.20
H 4.40 -7.90 -2.46
C 5.51 6.24 -1.77
Cl 3.99 5.43 -1.33
Cl 6.77 5.04 -2.11
Cl 5.26 7.30 -3.16
H 5.83 6.85 -0.93
C -1.58 2.58 -4.77
Cl -2.91 2.27 -3.63
Cl -1.25 4.31 -4.89
Cl -0.12 1.70 -4.27
H -1.88 2.21 -5.75
C -3.29 0.93 4.74
Cl -3.63 1.67 3.16
Cl -1.58 0.49 4.87
Cl -3.76 2.03 6.05
H -3.89 0.02 4.83
C 4.86 -2.90 -4.39
Cl 5.38 -1.84 -3.08
Cl 4.08 -1.97 -5.68
Cl 6.22 -3.83 -5.03
H 4.12 -3.60 -3.99
C 1.50 2.85 -7.94
Cl 2.08 3.76 -9.34
Cl 2.32 3.38 -6.47
Cl -0.26 3.03 -7.77
H 1.72 1.79 -8.10
C -1.55 -3.95 5.39
Cl -1.68 -2.19 5.32
Cl -0.43 -4.55 4.15
Cl -1.04 -4.48 7.00
H -2.54 -4.38 5.19
C 8.11 -9.67 -7.49
Cl 7.02 -9.86 -6.11
Cl 8.00 -8.03 -8.14
Cl 9.77 -10.05 -7.02
H 7.81 -10.37 -8.26
C -10.94 5.30 1.97
Cl -10.36 6.21 0.57
Cl -10.13 5.84 3.45
Cl -12.70 5.47 2.14
H -10.71 4.25 1.82

---

Record 7
17
Properties=species:S:1:pos:R:3 method="wB97M-V/def2-TZVPD" smiles=Nc1n[nH]c2c1[C@@H](N)C2 e_above_lowest_kcal_mol=40.64 energy_ev=-11272.7898
N 1.52 0.04 2.44
C 0.46 -0.15 1.63
N -0.57 -0.76 2.19
N -1.56 -0.85 1.21
C -1.12 -0.23 0.10
C 0.19 0.16 0.25
C 0.18 0.80 -1.14
N 1.29 0.44 -2.01
C -1.24 0.15 -1.40
H 1.55 -0.58 3.21
H 2.46 0.15 2.00
H -2.49 -1.04 1.51
H 0.13 1.87 -1.07
H 1.05 0.56 -3.04
H 1.38 -0.57 -1.95
H -1.13 -0.71 -2.10
H -2.10 0.71 -1.84

---

Record 8
18
Properties=species:S:1:pos:R:3 method="wB97M-V/def2-TZVPD" e_above_lowest_kcal_mol=145.53 total_charge=-1 energy_ev=-9348.1795
C -0.27 0.08 -0.63
C 1.10 -0.15 -1.21
C 2.04 0.44 -0.04
N 2.02 -0.35 1.16
N -1.17 -0.92 -0.47
C -2.34 -0.43 0.45
O -2.99 0.60 0.06
H -0.78 0.84 -1.23
H -0.34 0.63 0.63
H 1.21 -1.21 -1.41
H 1.36 0.46 -2.08
H 1.60 1.45 0.09
H 2.99 0.65 -0.56
H 1.43 0.17 1.80
H -0.51 1.07 1.27
H -0.70 -1.60 0.15
H -1.81 -0.30 1.46
H -2.86 -1.42 0.57